This record from the Open Molecules 2025 dataset describes an isolated molecule of C20H20N4O5S. The level of theory is ωB97M-V with the def2-TZVPD basis set.

XYZ file:
```
50
C20H20N4O5S, DFT ωB97M-V with the def2-TZVPD basis set
C 7.364 3.478 2.128
C 6.228 2.937 1.336
S 6.513 2.180 -0.211
C 4.828 1.876 -0.401
N 4.323 1.253 -1.486
C 3.044 1.089 -1.495
C 2.401 0.407 -2.674
O 1.047 0.084 -2.419
C 0.804 -1.162 -1.928
O 1.673 -1.977 -1.760
C -0.620 -1.362 -1.628
C -1.596 -0.384 -1.866
C -2.898 -0.593 -1.504
C -3.335 -1.791 -0.879
N -4.559 -1.842 -0.325
C -5.129 -2.968 0.390
C -6.495 -2.485 0.869
C -6.298 -0.981 1.011
C -5.388 -0.656 -0.170
C -2.366 -2.831 -0.818
N -2.670 -4.203 -0.556
O -1.908 -4.839 0.144
O -3.650 -4.673 -1.113
C -1.035 -2.586 -1.128
N 2.232 1.517 -0.497
C 2.660 2.167 0.669
O 1.841 2.505 1.498
C 4.092 2.344 0.686
C 4.909 2.953 1.681
C 4.391 3.538 2.952
H 7.230 4.545 2.306
H 7.420 2.984 3.098
H 8.302 3.325 1.602
H 2.411 1.078 -3.538
H 2.972 -0.498 -2.911
H -1.313 0.543 -2.338
H -3.620 0.176 -1.720
H -4.481 -3.241 1.232
H -5.224 -3.841 -0.263
H -7.251 -2.694 0.112
H -6.793 -2.964 1.798
H -5.787 -0.754 1.948
H -7.230 -0.424 0.978
H -5.975 -0.486 -1.080
H -4.776 0.224 0.031
H -0.315 -3.383 -1.009
H 1.233 1.356 -0.578
H 4.654 4.593 3.020
H 4.829 3.029 3.810
H 3.312 3.435 2.990
```

Output
LUMO: -0.2 eV
Orbital gap: 7.81 eV
Relative energy (zero: lowest compared OMol25 entry of this formula, charge and spin): 70.13 kcal/mol
Net charge: 0
DFT total energy: -48096.4408 eV
HOMO energy: -8.03 eV

---

This record from the Open Molecules 2025 dataset describes a structure of composition C20H20N8Pd. The level of theory is ωB97M-V with the def2-TZVPD basis set.

XYZ file:
```
49
C20H20N8Pd, DFT ωB97M-V with the def2-TZVPD basis set
Pd -0.278 0.360 -0.529
C 2.751 0.619 -0.385
N 1.759 -0.479 -0.512
C 1.946 -1.523 0.529
C 1.188 -1.156 1.767
N 0.085 -0.463 1.690
C -0.380 -0.346 2.995
C -1.512 0.291 3.499
C -1.719 0.229 4.861
C -0.828 -0.448 5.710
C 0.299 -1.080 5.228
C 0.503 -1.008 3.854
N 1.504 -1.513 3.032
C 2.067 1.935 -0.525
N 0.789 2.088 -0.225
C 0.491 3.434 -0.438
C -0.683 4.158 -0.242
C -0.649 5.505 -0.534
C 0.518 6.129 -1.002
C 1.693 5.430 -1.174
C 1.651 4.073 -0.876
N 2.626 3.082 -0.930
H 3.564 0.512 -1.105
H 3.190 0.562 0.614
H 1.841 -0.936 -1.415
H 3.008 -1.667 0.742
H 1.565 -2.463 0.124
H -2.201 0.812 2.846
H -2.586 0.710 5.292
H -1.033 -0.473 6.771
H 0.978 -1.605 5.885
H 2.307 -2.044 3.327
H -1.570 3.693 0.163
H -1.537 6.104 -0.386
H 0.497 7.189 -1.215
H 2.598 5.916 -1.513
H 3.598 3.217 -1.162
N -2.984 1.721 -1.263
C -1.998 1.214 -0.968
H -3.854 2.179 -1.469
N -1.706 -2.349 -1.182
C -1.923 -3.181 -2.212
C -1.195 -2.706 -3.282
C -0.561 -1.559 -2.806
N -0.867 -1.360 -1.522
H -2.083 -2.397 -0.248
H -2.563 -4.041 -2.108
H -1.140 -3.127 -4.270
H 0.077 -0.867 -3.331
```

Output
LUMO: -6.5 eV
Orbital gap: 7.25 eV
Relative energy (zero: lowest compared OMol25 entry of this formula, charge and spin): 0.00 kcal/mol
Net charge: +2
DFT total energy: -36452.2411 eV
HOMO energy: -13.80 eV

---

- The highest relative energy (zero: lowest compared OMol25 entry of this formula, charge and spin) belongs to which entry?
  C20H20N4O5S

---

- Which formula does entry 2 have?
  C20H20N8Pd